#a
{
  "formula": "C4H9NO2",
  "method": "ωB97M-V/def2-TZVPD",
  "symbols": ["C", "O", "C", "C", "C", "N", "O", "H", "H", "H", "H", "H", "H", "H", "H", "H"],
  "xyz": [[2.03120, 0.44383, -0.26273], [1.38780, -0.35001, 0.71112], [0.10939, 0.13542, 1.08244], [-0.91901, -0.20721, 0.02140], [-1.17736, -1.66916, -0.19869], [-1.53165, 0.62880, -0.72532], [-1.18079, 1.95131, -0.45725], [2.79763, -0.17234, -0.74423], [1.32433, 0.80241, -1.02163], [2.51632, 1.32046, 0.19069], [0.13153, 1.21336, 1.27456], [-0.15547, -0.39765, 2.00384], [-1.70856, -2.10326, 0.65744], [-0.21302, -2.18125, -0.27848], [-1.76269, -1.84881, -1.10337], [-1.64967, 2.43409, -1.14979]],
  "homo_energy_ev": -9.696,
  "smiles": "COC/C(C)=N\\O",
  "gap_ev": 10.66
}

=====

#b
{
  "formula": "C4H9NO2",
  "method": "ωB97M-V/def2-TZVPD",
  "symbols": ["C", "C", "N", "C", "O", "O", "C", "H", "H", "H", "H", "H", "H", "H", "H", "H"],
  "xyz": [[-2.31380, 0.71774, 0.83124], [-1.58015, -0.53248, 0.35789], [-0.46721, -0.24894, -0.54265], [0.74193, 0.16504, -0.04899], [0.98541, 0.27065, 1.13337], [1.66230, 0.38592, -1.03539], [2.91766, -0.26859, -0.80860], [-2.83012, 1.21740, 0.00264], [-3.06299, 0.47368, 1.59211], [-1.59210, 1.41331, 1.26717], [-1.16708, -1.08420, 1.20535], [-2.26895, -1.20735, -0.16798], [-0.73237, 0.01508, -1.47497], [3.64438, 0.16467, -1.49837], [3.26171, -0.14597, 0.22205], [2.80139, -1.33597, -1.03485]],
  "homo_energy_ev": -9.823,
  "smiles": "CCNC(=O)OC",
  "gap_ev": 10.76
}

=====

#c
{
  "formula": "C4H9NO2",
  "method": "ωB97M-V/def2-TZVPD",
  "symbols": ["O", "N", "O", "H", "C", "C", "C", "C", "H", "H", "H", "H", "H", "H", "H", "H"],
  "xyz": [[1.19080, 1.49617, 0.98234], [0.97234, 0.76865, 1.93828], [1.60440, -0.23423, 2.21140], [-0.02079, 0.79437, 2.30250], [-0.25036, -1.37405, 0.43539], [-0.26403, -0.34005, -0.42355], [0.80225, -0.14956, -1.46262], [-1.44508, 0.57501, -0.53936], [-1.08091, -1.56652, 1.09360], [0.51043, -2.13755, 0.38999], [1.21252, 0.86555, -1.39144], [0.37906, -0.27632, -2.46817], [1.61867, -0.86610, -1.33000], [-1.97703, 0.38874, -1.46890], [-1.11917, 1.61479, -0.55786], [-2.13310, 0.44112, 0.28840]],
  "homo_energy_ev": -9.275,
  "smiles": "O=[NH+][O-].C=C(C)C",
  "gap_ev": 9.10
}

=====

Which one is most stable, and which one is least stable? #b is the most stable of them, while #c is the least stable.

=====

#a
{
  "formula": "C6H9NO2",
  "method": "ωB97M-V/def2-TZVPD",
  "symbols": ["C", "C", "O", "C", "O", "H", "H", "H", "H", "C", "C", "N", "C", "H", "H", "H", "H", "H"],
  "xyz": [[-1.61665, -0.44473, 0.35535], [-0.26982, -0.06255, 0.93647], [-0.11572, 1.06642, 1.48647], [0.41305, -1.24953, 1.64192], [0.77605, -2.25242, 1.09480], [-1.84442, 0.24075, -0.46161], [-1.61328, -1.46390, -0.02657], [-2.38556, -0.34077, 1.12063], [0.48419, -1.11283, 2.73495], [0.96967, -1.04867, -1.43911], [0.97181, 0.13193, -0.78856], [0.22144, 1.31648, -1.44102], [0.15760, 2.35708, -0.76048], [0.09039, -1.38928, -1.96228], [1.82259, -1.70800, -1.41573], [1.90093, 0.46947, -0.32592], [-0.41945, 3.20238, -1.11489], [0.45719, 2.28817, 0.36559]],
  "homo_energy_ev": -9.204,
  "smiles": "CC(=O)C=O.C=CN=C",
  "gap_ev": 8.43
}

=====

#b
{
  "formula": "C6H9NO2",
  "method": "ωB97M-V/def2-TZVPD",
  "symbols": ["C", "C", "C", "C", "C", "C", "N", "O", "O", "H", "H", "H", "H", "H", "H", "H", "H", "H"],
  "xyz": [[-1.80550, 0.65364, 0.57956], [-1.05978, 1.47905, -0.20203], [-0.83183, -0.45551, 0.41189], [0.01009, 0.51660, -0.45707], [-1.28021, -1.66795, -0.37294], [1.49558, 0.86967, 0.18463], [2.50148, -0.15937, 0.03352], [3.21678, -0.10831, -0.91430], [2.67096, -0.93119, 0.92450], [-2.80107, 0.68822, 1.04661], [-1.16346, 2.46017, -0.60813], [-0.39522, -0.92226, 1.42025], [0.18462, 0.15476, -1.51023], [-2.28988, -1.70232, -0.05222], [-0.57722, -2.52776, -0.15219], [-1.10835, -1.22357, -1.34828], [1.86167, 1.81130, -0.26741], [1.37132, 1.06482, 1.28385]],
  "homo_energy_ev": -9.815,
  "gap_ev": 10.29
}

=====

Which one is most stable, and which one is least stable? #a is the most stable of them, while #b is the least stable.

=====

#a
{
  "formula": "C14H28Br14",
  "method": "ωB97M-V/def2-TZVPD",
  "symbols": ["Br", "C", "C", "Br", "H", "H", "H", "H", "Br", "C", "C", "Br", "H", "H", "H", "H", "Br", "C", "C", "Br", "H", "H", "H", "H", "Br", "C", "C", "Br", "H", "H", "H", "H", "Br", "C", "C", "Br", "H", "H", "H", "H", "Br", "C", "C", "Br", "H", "H", "H", "H", "Br", "C", "C", "Br", "H", "H", "H", "H"],
  "xyz": [[0.25135, 3.77587, -5.83901], [0.53249, 2.05154, -4.94866], [1.96040, 1.48283, -5.08626], [2.47669, 1.23239, -6.97416], [-0.13218, 1.32319, -5.41323], [0.13821, 2.12452, -3.93509], [1.84815, 0.54274, -4.54614], [2.75662, 2.12473, -4.70931], [-2.21225, 2.35886, -1.76525], [-2.77195, 4.13991, -2.50676], [-2.65294, 4.31782, -3.99513], [-2.74675, 6.24846, -4.41356], [-2.34105, 4.92852, -1.88991], [-3.82371, 4.14534, -2.22062], [-3.31717, 3.77364, -4.66652], [-1.68583, 3.96016, -4.34849], [-5.51778, 1.50964, 1.47039], [-4.02234, 0.19122, 1.09490], [-4.46653, -1.19172, 1.44399], [-3.01153, -2.21709, 2.05677], [-3.15172, 0.51989, 1.66244], [-3.83763, 0.14038, 0.02187], [-4.93639, -1.70806, 0.60689], [-5.25513, -1.09006, 2.18956], [0.16072, -0.31377, -2.20416], [-0.55639, -0.39901, -0.33294], [0.43746, -1.09283, 0.48948], [-0.11819, -0.68942, 2.35579], [-1.51449, -0.91835, -0.31231], [-0.72798, 0.62983, -0.01648], [1.41479, -0.64175, 0.31780], [0.72918, -2.12418, 0.29119], [4.21925, -0.49979, 1.01019], [5.26877, -0.87214, 2.65515], [4.57439, -2.11401, 3.26499], [5.32952, -2.36935, 5.10158], [5.32887, 0.05804, 3.22016], [6.33394, -1.01512, 2.47330], [4.78373, -2.96067, 2.61119], [3.50394, -1.93454, 3.36515], [2.00902, 2.94399, 2.81772], [0.12001, 2.82179, 2.49581], [-0.53471, 2.73872, 3.90553], [-2.48815, 2.21700, 3.77864], [-0.17158, 1.94640, 1.91549], [-0.14478, 3.66425, 1.85688], [-0.52943, 3.62570, 4.53903], [-0.17514, 1.90249, 4.50514], [2.31211, -7.60348, -0.38845], [1.24539, -6.91176, 1.07037], [0.85967, -5.45640, 0.66619], [0.11240, -4.35321, 2.14473], [1.88476, -6.94060, 1.95269], [0.36744, -7.55757, 1.08566], [0.16656, -5.53375, -0.17150], [1.71806, -4.93115, 0.24741]],
  "homo_energy_ev": -9.815,
  "smiles": "BrCCBr.BrCCBr.BrCCBr.BrCCBr.BrCCBr.BrCCBr.BrCCBr",
  "gap_ev": 9.90
}

=====

#b
{
  "formula": "C14H28Br14",
  "method": "ωB97M-V/def2-TZVPD",
  "symbols": ["Br", "C", "C", "Br", "H", "H", "H", "H", "Br", "C", "C", "Br", "H", "H", "H", "H", "Br", "C", "C", "Br", "H", "H", "H", "H", "Br", "C", "C", "Br", "H", "H", "H", "H", "Br", "C", "C", "Br", "H", "H", "H", "H", "Br", "C", "C", "Br", "H", "H", "H", "H", "Br", "C", "C", "Br", "H", "H", "H", "H"],
  "xyz": [[16.80572, 9.07664, 16.35976], [15.16534, 8.15057, 16.97988], [15.04132, 6.84459, 16.18372], [14.49678, 7.06335, 14.29330], [14.26736, 8.73532, 16.78038], [15.24182, 7.87644, 18.03208], [14.19760, 6.29741, 16.60424], [16.01724, 6.36102, 16.14085], [5.60190, 10.54697, 18.91698], [6.77434, 12.05607, 18.19480], [7.48640, 11.47325, 16.95034], [8.65314, 12.97863, 16.35392], [7.47502, 12.27684, 19.00004], [6.15970, 12.91002, 17.91002], [6.90018, 11.32650, 16.04320], [8.20494, 10.66633, 17.09416], [8.69709, 8.65419, 14.44702], [9.13862, 8.24211, 12.56716], [7.89950, 7.61460, 11.83658], [8.23338, 7.60356, 9.92738], [10.04548, 7.64326, 12.65120], [9.38044, 9.15303, 12.01958], [7.03732, 8.25414, 12.02562], [7.48518, 6.64029, 12.09570], [12.03700, 8.56761, 6.33334], [12.42290, 7.99755, 8.26306], [11.84646, 8.94755, 9.26862], [12.55306, 8.53694, 11.12468], [13.51118, 7.95970, 8.31110], [12.07494, 6.97452, 8.40598], [10.75954, 8.92192, 9.19098], [12.19164, 9.97532, 9.15617], [10.99574, 18.89223, 14.26318], [11.69588, 17.05587, 14.10728], [10.79002, 15.97979, 13.46114], [10.58194, 16.14471, 11.48704], [12.04994, 16.76581, 15.09654], [12.64610, 17.22226, 13.59982], [9.81289, 16.09361, 13.93058], [11.11436, 14.96902, 13.70862], [14.97900, 13.96756, 9.35722], [13.45312, 14.18078, 10.54890], [14.02036, 14.24439, 11.97652], [15.04198, 12.58669, 12.48478], [12.79112, 13.33754, 10.35195], [12.96980, 15.06411, 10.13151], [13.28530, 14.39977, 12.76624], [14.73338, 15.06859, 11.95632], [11.79694, 9.33184, 15.84768], [11.92302, 10.39507, 14.14032], [11.00878, 11.66957, 14.06322], [10.94720, 12.50053, 12.32124], [11.64442, 9.77274, 13.28990], [12.96220, 10.65535, 13.93916], [11.37436, 12.37049, 14.81366], [10.00405, 11.42957, 14.41110]],
  "homo_energy_ev": -9.897,
  "smiles": "BrCCBr.BrCCBr.BrCCBr.BrCCBr.BrCCBr.BrCCBr.BrCCBr",
  "gap_ev": 9.95
}

=====

Which one is most stable, and which one is least stable? #b is the most stable of them, while #a is the least stable.